Run A
Molecular formula: C2H3N2O
Method: DFT, ωB97M-V with the def2-TZVPD basis set

Computed properties:
SMILES: c1n[nH+]co1
Lowest unoccupied orbital energy: -5.37 eV
Net charge: +1

Each line ends with the natural charge from an NBO analysis.
Geometry (Å):
1 C -0.416 0.999 -0.764  0.346
2 N -0.659 0.901 0.481  -0.197
3 N -0.006 -0.213 0.988  -0.320
4 C 0.578 -0.888 0.036  0.469
5 O 0.553 -0.088 -1.024  -0.366
6 H -0.799 1.841 -1.407  0.306
7 H -0.357 -0.722 1.820  0.472
8 H 1.105 -1.829 -0.129  0.291

=====

Run B
Molecular formula: C2H3N2O
Method: DFT, ωB97M-V with the def2-TZVPD basis set

Computed properties:
Lowest unoccupied orbital energy (alpha / beta): -8.19 / -8.28 eV
Net charge: +1

Each line ends with the natural charge from an NBO analysis.
Geometry (Å):
1 C 0.966 0.733 0.223  -0.196
2 C 1.502 -0.318 -0.263  0.389
3 N -0.387 1.095 -0.117  0.057
4 N -1.476 -0.914 0.137  -0.211
5 O -1.336 0.337 -0.182  0.043
6 H 1.774 -1.251 -0.427  0.233
7 H 1.451 1.513 0.594  0.300
8 H -2.495 -1.194 0.034  0.384

=====

From most stable to least stable, the computed energies give run A, run B.